# 1
50
Properties=species:S:1:pos:R:3 method="wB97M-V/def2-TZVPD" smiles="C[C@@](F)(C(=O)N[C@H]1CN(C(=O)C2CCSCC2)Cc2ccccc21)C(F)(F)F" total_energy_ev=-48843.1483 homo_lumo_gap_ev=8.93 relative_energy_kcal_mol=0.2
C -0.0181 -4.4197 2.9021
H 2.1195 1.6869 3.9466
H -1.8243 3.3304 -1.2141
C 2.3442 2.3185 3.0885
H 0.0088 1.1380 -4.0865
H -0.0469 -6.2809 1.8296
H -2.3930 1.1418 -3.2804
C 2.5758 2.3085 0.5751
O -0.1953 1.7731 1.8114
H 1.6490 3.1543 3.0761
H -0.6228 -5.2388 -0.3247
H 0.7794 3.3481 -2.1034
C -0.1777 -5.2084 1.7684
C -2.1427 2.9905 -2.2036
H 1.1401 3.3480 -3.8270
C -0.6415 -0.5628 -2.0480
C -0.1907 -3.0513 2.8069
C -0.5026 -4.6222 0.5589
H 3.3668 2.6825 3.1656
F 2.4014 1.5724 -0.5325
O -0.3737 -1.1946 -3.0556
C -1.5440 -0.5927 0.2942
S -1.1395 3.8075 -3.4655
C -2.0671 1.4722 -2.2910
H -2.5673 -0.9549 0.4514
F 3.0554 0.4272 1.8451
H -1.5837 0.4856 0.1993
C 2.1813 1.5093 1.8246
C -0.5184 -2.4562 1.5905
H -1.2101 -0.5938 2.4057
C 0.3322 1.4780 -3.1024
F 3.8618 2.6662 0.6262
H -2.0173 -3.0091 -1.1974
N 0.6068 -0.3147 1.4514
C -0.6712 -3.2431 0.4523
H -0.0787 -2.4268 3.6864
F 1.8447 3.4163 0.4517
C -1.0223 -2.6570 -0.8939
H -0.3035 1.3226 -1.0688
H -0.3245 -3.0083 -1.6511
N -0.9785 -1.2079 -0.8859
C -0.7029 -0.9611 1.5096
H -2.7582 1.0394 -1.5609
H 1.4326 -0.8818 1.3494
H 1.3206 1.0484 -2.9241
C -0.6405 0.9578 -2.0448
C 0.7370 1.0010 1.6797
C 0.4310 2.9966 -3.0777
H 0.2330 -4.8718 3.8523
H -3.1644 3.3367 -2.3596

***

# 2
49
Properties=species:S:1:pos:R:3 method="wB97M-V/def2-TZVPD" smiles="O=S(=O)(c1ccc(F)cc1)N1CCN(C(=S)NCCc2ccccc2)CC1" total_energy_ev=-53013.4180 homo_lumo_gap_ev=8.60 relative_energy_kcal_mol=0.0
C 2.0519 -0.8898 -2.9712
H -0.0483 -1.6581 -0.4179
H -1.4451 -0.9683 1.4946
C 1.0851 -0.1275 -3.5995
H 3.0368 -1.3474 5.6095
N -2.5247 0.2905 -2.5804
H 0.5016 -3.8872 -3.0600
F 1.4617 -0.8045 7.5811
S -2.4778 -1.8996 -1.1680
H -3.2911 -0.2532 -2.9615
C 1.3490 -0.2676 6.3544
H 0.1363 1.9806 -0.6266
H -0.3518 0.9026 6.9089
C 0.3288 0.6402 6.1147
H 2.8172 -0.3297 3.3188
C -1.1719 0.1477 -4.6575
C 1.1175 0.8207 3.8671
H -1.2142 -2.5306 -4.1673
H -1.2733 2.7080 1.2585
H 2.9670 -0.4263 -2.6331
N -0.5413 0.8696 1.7981
H 1.0142 -0.2437 -0.1728
H -1.9356 -0.4830 -5.1170
C 2.2568 -0.6402 5.3768
H -1.0452 1.6562 -3.1309
C -0.2961 -2.0655 -3.8380
C -0.8767 1.5723 -0.5473
H -0.5518 1.9044 4.6109
H 1.2531 0.9292 -3.7564
C -0.0080 -0.6212 -0.0831
H -0.7413 0.7866 -5.4316
C 0.6714 -2.8317 -3.2116
C 0.2172 1.1883 4.8496
O 0.7277 2.9560 2.3690
C 1.8449 -2.2449 -2.7726
H -2.3852 1.3331 0.9919
H -2.5523 1.7172 -4.0687
O 2.0176 1.0928 1.4106
N -0.8491 0.1791 -0.9487
C -0.1020 -0.7058 -4.0343
H 0.2526 -1.0212 2.0312
C -1.8228 1.0529 -3.5967
C 2.1332 -0.0825 4.1154
H 2.5976 -2.8406 -2.2779
H -1.5614 2.1390 -1.1760
C -1.3488 1.6774 0.9116
C -1.9001 -0.4046 -1.5828
C -0.4566 -0.5142 1.3764
S 0.9335 1.5441 2.2405

***

# 3
52
Properties=species:S:1:pos:R:3 method="wB97M-V/def2-TZVPD" smiles="O=C(NCCc1ccco1)C(=O)NC[C@@H]1OCCCN1S(=O)(=O)c1ccc(F)cc1" total_energy_ev=-50368.1103 homo_lumo_gap_ev=8.79 relative_energy_kcal_mol=0.0
H -4.2719 -1.0981 1.3032
O -0.1782 0.2610 1.2139
C -0.4201 -2.8696 -0.0077
C -4.5594 1.2948 0.0428
O -5.2837 1.2030 -1.0926
H -4.1579 -1.4142 -0.4513
C 4.3579 -1.8304 0.1242
C -5.1790 2.1386 0.9178
N 0.3381 -3.1132 -1.0962
N 1.7208 -0.9772 0.1637
C -6.3544 2.5940 0.2704
F 4.0072 4.9043 -0.5112
H 5.4065 -1.6291 -0.1028
H 1.4193 2.1313 1.9009
H -7.0845 3.2732 0.6603
H 2.2005 -3.6281 -1.8837
O -0.1212 -0.0693 -1.2305
H 1.9061 -0.5017 2.1429
C 2.2709 -1.6471 -0.9822
N -2.4366 -1.7638 0.6069
H 1.7717 1.4262 -2.2726
C -3.6408 -0.9969 0.4157
H 2.0520 -3.6404 -0.1012
C 1.7726 -3.1197 -1.0189
C 3.1907 3.8427 -0.4006
C 3.8666 -0.9806 1.2965
O 3.6611 -1.5066 -1.0697
H 2.1395 -2.2151 1.7835
C 2.8842 3.1134 -1.5383
C 2.3611 -1.1982 1.4402
C 2.0489 2.0170 -1.4150
H -1.8666 -1.5552 1.4171
H -4.8387 2.4070 1.8970
H 4.2424 -2.8964 0.3579
C 1.5431 1.6812 -0.1731
O -0.0584 -3.0076 1.1467
H 4.0686 0.0716 1.0850
H -2.7281 0.5546 -0.7538
O -2.2774 -2.6080 -1.5070
H 1.8654 -1.1407 -1.8660
H 3.2957 3.4068 -2.4908
H -7.0512 2.0367 -1.7671
H -2.7095 0.8671 0.9867
H 2.9414 4.1197 1.7047
C 2.6833 3.5186 0.8475
S 0.5732 0.1856 -0.0040
C -3.3161 0.4869 0.1639
H 4.3830 -1.2674 2.2113
H -0.1035 -2.8684 -1.9749
C -1.8216 -2.4011 -0.3977
C 1.8498 2.4189 0.9552
C -6.3628 1.9901 -0.9469

***

# 4
48
Properties=species:S:1:pos:R:3 method="wB97M-V/def2-TZVPD" total_energy_ev=-35052.1607 homo_lumo_gap_ev=3.12 total_charge=-1 relative_energy_kcal_mol=170.1
H -2.9300 1.8414 0.8922
H 0.4379 -0.8012 0.8498
H -2.0872 -0.6536 2.6316
C -2.9201 -1.2162 -2.1525
C 0.6861 1.2347 -1.9256
O 1.7770 -1.4522 -2.3779
C 1.7615 1.8177 3.8534
H -0.5091 2.1126 4.3365
O -4.0474 -1.0864 -2.6927
C 1.7831 2.1747 -1.2096
O 2.3126 3.2104 -2.0808
H -2.3715 1.1503 3.1878
H 3.0741 -0.4213 1.2479
H 2.7479 3.8694 -1.4849
C -0.9269 -3.0307 -1.1441
F -1.3915 -0.5077 -4.1611
C -0.5588 -2.1750 -2.4663
H 3.9524 1.2725 3.1426
C 0.7558 -0.0779 1.6680
C 2.2972 0.1288 1.8821
H -1.5865 0.7698 0.2292
C -2.7108 -1.2765 -0.5515
H 1.2499 -3.4064 -3.0262
H 3.0603 0.1901 -2.5781
H -1.5525 -2.3203 1.0898
H -3.8521 -0.9376 1.4202
C -1.5405 -1.2916 -2.9940
H 2.6051 1.5439 -0.7222
O 1.0928 0.7192 -3.2154
C 0.2370 1.5940 3.6533
C -1.8686 0.4594 2.4280
H 1.2464 2.7184 -0.3376
C -1.7393 -2.1942 -0.0250
C -2.4722 0.7882 0.9745
C 2.1382 -0.2591 -3.1046
H 1.0689 -0.6391 4.7705
O -0.6129 -4.2393 -1.0230
C -3.5192 -0.3748 0.4866
H -4.4120 0.1319 -0.0226
H 0.8488 -2.0134 -4.2737
H -0.2200 1.9256 -2.1324
C 2.8306 1.1127 2.9858
C -0.2911 0.6465 2.5478
H 0.2991 0.4351 -1.2005
H 2.4795 -0.5710 -4.1526
H 2.0765 2.5272 4.6851
C 0.8946 -2.3167 -3.1757
O 0.4073 -1.1123 5.2682

***

# 5
54
Properties=species:S:1:pos:R:3 method="wB97M-V/def2-TZVPD" total_energy_ev=-326659.4984 homo_lumo_gap_ev=5.06 total_charge=-2 relative_energy_kcal_mol=3.8
S 0.6483 -1.0503 2.1068
C -1.7462 0.8481 -4.7832
Se 0.7288 -1.2753 5.7473
H -2.6498 0.9848 -5.3667
C -2.2062 -0.2084 2.8740
H 1.0339 -1.0731 -4.6468
S 5.6654 1.4859 0.0326
H -4.8963 0.1749 3.1295
Li 3.5225 -0.2742 1.3174
C -5.6888 -1.2555 1.7400
C -4.0681 -2.6154 0.6093
Se 4.0118 -2.7293 1.3189
Sb 3.6310 -2.4636 3.8094
C -2.1916 1.6634 1.2654
N 8.0432 0.5822 -0.6064
H -2.2663 0.5893 -0.5906
H -6.7198 -0.9766 1.9268
C -0.3464 1.4945 -2.9159
H -3.2612 1.5402 1.4503
S 2.0602 1.0295 0.0330
Se 1.8072 -0.3900 3.9884
H -2.0108 -2.2359 1.1055
C -5.3934 -2.2627 0.8338
C -1.4976 1.6561 -3.6813
C 0.3174 -0.3043 -4.3837
H 8.6755 -0.1130 -0.9617
C 0.5682 0.5089 -3.2884
C -3.0454 -1.9613 1.2776
C -0.1960 0.2730 1.4207
C -0.8399 -0.1408 -5.1335
H 7.2212 -1.7126 -0.2014
H -2.6016 0.4042 3.6938
H -1.0366 -0.7854 -5.9826
H -6.1937 -2.7724 0.3101
N -0.4983 1.7442 -0.4392
C -1.9104 1.5664 -0.2283
C -0.1089 2.3639 -1.6922
N -1.4640 0.6444 1.9694
Se 5.6224 -1.1875 4.4426
H 5.6344 -1.3479 0.2727
H 0.9453 2.6207 -1.6102
C 0.3586 0.9598 0.3539
H -0.7040 3.2792 -1.7941
H -1.5071 -0.9213 3.3095
H -2.2119 2.4290 -3.4144
N 6.4693 -1.0425 -0.2351
H 1.4681 0.3860 -2.6997
C -4.6622 -0.6036 2.4110
H -3.8343 -3.4101 -0.0891
H -1.8889 2.6649 1.6054
C 6.7609 0.2627 -0.2712
C -3.3315 -0.9489 2.1931
H 8.2321 1.5528 -0.7676
H -2.4486 2.3528 -0.7652

***

# 6
44
Properties=species:S:1:pos:R:3 method="wB97M-V/def2-TZVPD" smiles="N[C@H]1Cc2ccccc2C/C1=N/OCCCc1ccccc1" total_energy_ev=-25085.9782 homo_lumo_gap_ev=9.88 relative_energy_kcal_mol=85.7
C -2.7821 2.4400 -1.5487
H 3.8493 -3.8542 -1.6868
H 0.1633 -2.9216 -0.1453
H -4.0974 1.8621 -3.1640
C 1.4449 -5.4726 0.0353
N -0.0313 0.2084 -1.4648
C -1.4044 3.1532 0.4533
H -1.5597 3.3644 1.5028
H 1.5013 -3.6793 -2.8030
H -3.8989 3.8481 1.4106
C 0.4640 -2.6982 -1.1720
H 1.8331 -1.3211 -2.1108
C 1.4382 -1.5227 -1.1136
C 3.4045 -4.5132 -0.9407
C 2.2405 -6.1615 0.9434
H 1.8072 -6.7627 1.7279
N 0.7441 2.1059 0.7888
H 0.3869 -5.6096 0.0755
H -1.7359 1.1951 -2.9507
C -4.0362 2.3049 -2.2009
C -0.6233 1.8611 0.3027
H -0.8195 3.9442 -0.0246
C -5.1799 3.1715 -0.2140
C 4.2059 -5.1781 -0.0166
H -1.0940 1.0814 0.9506
C 2.0179 -4.6459 -0.9253
H 5.2797 -4.9923 -0.0776
C -5.2251 2.6727 -1.5072
H -6.1654 2.4820 -2.0182
H 2.2902 -1.7529 -0.4913
C 3.6379 -5.9924 0.9408
H -0.9718 2.7578 -2.6375
C -3.9331 3.3788 0.4320
H -6.0839 3.4218 0.3564
C -1.5047 1.9203 -2.1726
H -0.4384 -2.4165 -1.7126
C 1.0484 -3.9512 -1.8353
H 0.2736 -4.6928 -2.1638
C -2.7332 3.0228 -0.2613
H 1.3614 1.3055 0.5107
H 0.7454 2.2237 1.8120
C -0.7170 1.2941 -1.1014
O 0.7994 -0.4338 -0.5079
H 4.2531 -6.4857 1.6823

***

# 7
44
Properties=species:S:1:pos:R:3 method="wB97M-V/def2-TZVPD" smiles=CCCO[C@H](C#N)CC#N.c1ccccc1.c1ccccc1 total_energy_ev=-25085.9434 homo_lumo_gap_ev=9.78 relative_energy_kcal_mol=86.5
H -3.9411 0.1779 2.0775
H -5.6644 2.7495 5.9289
C 0.5807 -1.0737 1.2682
H 3.6636 -0.1407 -4.0989
C 1.7688 0.0434 -5.0888
N -0.1189 0.4605 4.3182
H -7.1724 2.1617 4.0619
H 2.7570 -0.8537 3.6936
H -3.2930 2.0540 5.8680
H 0.9854 -1.3535 -8.0716
H 2.9722 1.5505 3.3119
C -5.6491 1.1375 2.9517
H 1.3369 0.6625 -4.3126
C 1.0160 -0.2983 -6.2040
C 3.6279 -1.2076 -5.9599
H -6.3088 0.8840 2.1314
H 0.8671 -1.1808 -2.1868
C 3.7697 0.5471 1.6241
C -3.9549 1.7946 5.0516
H 0.3255 -0.0133 1.1855
C 0.7234 -1.7133 -0.1232
C -3.4702 1.0689 3.9720
C -5.2866 2.1868 5.0846
H -2.4342 0.7602 3.9514
C -4.3182 0.7422 2.9216
H 1.8716 1.4184 1.8925
C 0.7865 -0.0620 3.8423
H -0.2187 -2.2137 -0.3468
H 1.5462 -2.4266 -0.1042
N 4.5309 0.1842 0.8453
C 2.8762 -1.5468 -7.0767
C 2.0040 -0.3957 3.0506
H -0.2493 -1.5724 1.7841
H 1.9952 -0.2676 -1.1797
H 4.6449 -1.5652 -5.8629
C -6.1338 1.8572 4.0352
H 3.3079 -2.1671 -7.8517
C 1.5707 -1.0906 -7.1998
H 0.2256 0.1158 -1.2056
C 3.0757 -0.4094 -4.9674
C 2.6321 0.9214 2.4925
H -0.0036 0.0535 -6.2973
C 0.9834 -0.6693 -1.2269
O 1.7718 -1.3104 2.0202

***

# 8
45
Properties=species:S:1:pos:R:3 method="wB97M-V/def2-TZVPD" smiles="COc1cccc(CC(=O)Nc2ccccc2N2CCCC2)c1" total_energy_ev=-27135.6150 homo_lumo_gap_ev=8.22 relative_energy_kcal_mol=34.9
H -1.3285 3.9517 -2.9360
H 1.0210 3.7337 -2.9268
N -1.8683 -1.2005 0.2950
C 2.4361 2.5028 -1.9115
H 2.3582 -2.8901 0.1085
H 1.5796 -5.0366 -0.8349
H -1.3339 0.5170 1.3965
H 0.3574 0.0221 0.2555
N 0.8912 -0.7649 0.5954
C 2.2024 1.0139 1.5466
C 1.8805 1.8106 0.3197
C 0.6902 2.5120 0.2188
H 1.5678 1.3171 2.3830
C 1.3120 -3.0491 -0.0934
H 3.1194 2.5032 -2.7476
H -0.8213 -5.3162 -1.3804
H -1.1314 -1.0167 2.2774
C -3.9703 -0.2538 0.7429
C -0.4662 -4.4027 -0.9263
C -1.3701 -3.3980 -0.6340
C 0.8741 -4.2473 -0.6281
H -0.0051 2.5506 1.0449
H 3.6850 1.2626 -0.6954
C 0.3604 3.2103 -0.9432
C -0.9657 -2.2044 -0.0316
H -3.5092 -1.1929 2.6297
H -3.8299 0.7194 0.2714
C 1.2438 3.2026 -2.0153
C -1.7611 -0.4792 1.5643
H -3.6733 -2.3207 0.2387
H -2.4086 -3.5578 -0.8741
C 1.9924 -0.4924 1.3338
H -0.5227 5.3994 -2.2663
O 2.7294 -1.3201 1.8199
C -3.1995 -0.3179 2.0566
C -1.2295 4.5912 -2.0528
C 0.4188 -2.0252 0.1781
H -2.2005 5.0188 -1.8080
H -5.0354 -0.4430 0.8577
H -3.3260 0.5685 2.6748
O -0.8422 3.8519 -0.9204
C 2.7568 1.8089 -0.7627
H 3.2433 1.1515 1.8421
H -3.3948 -1.2292 -1.1418
C -3.2712 -1.3424 -0.0617

***

# 9
46
Properties=species:S:1:pos:R:3 method="wB97M-V/def2-TZVPD" smiles=COc1ccc(Cn2c(CCCO)nc3ccccc32)cc1OC total_energy_ev=-29182.5943 homo_lumo_gap_ev=8.85 relative_energy_kcal_mol=45.1
C -1.9288 3.2529 -1.3267
O -2.8478 2.2308 -1.0293
N 1.4995 0.2247 0.9264
C 3.8223 3.2862 -0.4644
H 0.4049 -4.3524 -1.2425
H 1.5426 2.8982 2.0354
H 1.4910 -2.5429 0.9801
H 0.2821 -2.0374 -0.2036
C 2.1718 2.6498 1.1921
O -4.6067 0.3838 -0.5841
C 2.1782 1.3825 0.6321
H -1.6116 -1.7156 2.1534
C -3.0927 -0.8195 0.9007
H 0.6054 -0.8963 2.4298
C -2.4577 1.2398 -0.1846
H 3.1140 -2.9966 -0.8268
C -0.9072 0.1043 1.2803
C 1.9088 -0.7068 0.0046
C 0.4638 0.0574 1.9122
H -6.4563 -0.2547 -0.9768
N 2.7980 -0.2468 -0.8268
H -3.8059 -1.6038 1.0972
H 4.4654 1.7863 -1.8682
C 3.0015 1.0628 -0.4741
H 1.9729 -4.9685 -1.8256
C 3.8353 2.0267 -1.0270
H -0.4812 1.9276 0.2585
H -5.9038 -0.6409 0.6717
C -1.8426 -0.8845 1.5040
H 1.9204 -2.5247 -2.0365
H -5.2866 -1.5730 -0.7226
C -5.6061 -0.5826 -0.3808
H 3.0266 4.5932 1.0331
O 1.7251 -4.9584 0.2301
C 3.0055 3.5933 0.6247
H -2.4401 3.9111 -2.0272
C 1.4862 -4.3779 -1.0372
H 4.4577 4.0585 -0.8725
H -1.6538 3.8217 -0.4321
H 0.5671 0.8638 2.6454
C 2.0477 -2.9607 -1.0465
C -1.2238 1.1650 0.4327
H 1.4389 -5.8767 0.2149
C 1.3582 -2.0860 -0.0045
C -3.4166 0.2281 0.0575
H -1.0218 2.8583 -1.7966

***

# 10
46
Properties=species:S:1:pos:R:3 method="wB97M-V/def2-TZVPD" smiles="O=C([C@H]1CCCN1C(=O)Cc1cc2ccccc2o1)N1CCCC1" total_energy_ev=-29182.7205 homo_lumo_gap_ev=8.96 relative_energy_kcal_mol=42.2
H 0.2218 1.6589 3.6941
O 0.8025 -1.9398 -2.9631
H 1.1835 2.0928 2.2566
C -2.7903 0.2224 -0.8577
H -0.1924 -4.0647 -4.5173
H 1.7364 4.1548 2.8346
N -0.5211 0.5964 -0.3651
C 0.4258 2.4520 2.9425
C 0.4501 -4.2807 -3.6895
C 1.0477 3.7029 3.5535
C -1.2531 0.8088 0.9047
H 1.6577 3.4625 4.4453
C 1.8083 -3.6260 -1.8156
H 0.1576 5.6884 3.9539
C -0.1371 4.6241 3.8293
N -0.7732 2.9616 2.2640
C 2.1965 -2.3633 -1.2785
H 2.7824 -5.2265 -0.7944
O -2.3918 2.9795 0.6998
H 1.0768 0.5969 -2.5773
H -0.6604 4.3013 4.7141
C 1.5749 -6.0258 -2.3846
H 1.8204 -7.0476 -2.1039
H -3.4055 0.4378 1.2183
O 1.4730 0.3111 0.6351
H -2.1300 4.4312 2.9685
H -1.3158 0.9342 -2.3166
H -2.4619 -1.0416 0.8499
H 2.5953 0.4268 -1.7062
C -1.0825 4.3239 2.6734
C -1.3808 0.2088 -1.5032
C 2.1405 -4.9936 -1.6091
C 0.9715 -3.2876 -2.8791
C 1.5680 0.0840 -1.7432
H -1.1615 -0.8042 -1.9049
H -0.8801 5.0012 1.8394
C -1.4861 2.3231 1.2271
C 1.5597 -1.3778 -2.0139
H -0.7618 0.2902 1.7445
C 0.7998 -5.6260 -3.4711
H -3.2760 1.2186 -1.1011
H 0.3351 -6.3003 -4.1547
H -3.3602 -0.5692 -1.3442
H 2.7561 -2.1992 -0.3599
C 0.8451 0.4455 -0.4191
C -2.5652 0.0343 0.6247